ORCA calculation (wB97M-V/def2-TZVPD) on C4H7NO2 in the gas phase.

Last column: Löwdin charge in e.
Atoms and positions in Å:
O (0.309, -1.016, 2.955)  0.15
O (0.649, 1.211, 0.662)  -0.03
N (-1.026, -0.999, 0.986)  0.12
C (0.076, 0.642, -0.503)  -0.44
C (-1.207, -0.122, -0.144)  -0.17
C (1.132, -0.254, -1.123)  -0.04
C (-0.307, -0.932, 1.959)  -0.33
H (-0.006, 1.783, 1.083)  0.11
H (-1.537, -0.720, -1.000)  0.12
H (-0.198, 1.432, -1.221)  0.14
H (1.349, -1.104, -0.469)  0.09
H (-2.017, 0.586, 0.081)  0.12
H (2.057, 0.309, -1.275)  0.09
H (0.790, -0.634, -2.091)  0.08

Forces on the atoms, in the same order (eV/Å):
-0.403 0.057 -0.657
-0.145 0.205 0.129
0.386 -0.056 0.505
-0.079 -0.149 -0.255
-0.054 0.154 -0.139
0.028 -0.033 -0.015
0.000 -0.166 0.188
0.171 -0.004 -0.057
0.054 0.100 0.108
0.025 -0.109 0.108
-0.020 0.114 -0.074
0.123 -0.091 -0.002
-0.131 -0.070 0.017
0.045 0.049 0.145

Calculated values
* ΔE to the lowest compared entry with this formula, charge and spin: 0.799 eV
* structure (SMILES): C[C@H](O)CN=C=O
* orbital gap: 0.398 Eh
* multiplicity: 1
* largest force on an atom: 0.77 eV Å⁻¹
* molar mass: 101.10 g mol⁻¹
* HOMO level: -10.19 eV

ORCA calculation (wB97M-V/def2-TZVPD) on 2 unconnected molecules or ions with the total composition C3H8NO in a non-equilibrium geometry.

Last column: Löwdin charge in e.
Atoms and positions in Å:
O (2.304, 0.272, 0.117)  -0.05
N (-0.995, 0.050, 0.052)  -0.03
C (-1.077, -1.333, -0.112)  0.02
C (-1.193, 1.099, 0.703)  0.16
C (-0.473, 1.276, -0.572)  0.04
H (-0.065, -1.749, -0.056)  0.12
H (-1.712, -1.786, 0.650)  0.12
H (-1.625, 1.488, 1.600)  0.16
H (-1.002, 1.659, -1.436)  0.12
H (-1.458, -1.559, -1.113)  0.12
H (2.790, 0.308, 0.947)  0.06
H (2.969, 0.229, -0.577)  0.06
H (0.605, 1.403, -0.561)  0.09

Forces on the atoms, in the same order (eV/Å):
-0.252 -0.035 0.100
-0.083 1.793 0.564
-0.042 -1.979 -0.210
0.294 -0.501 -0.755
0.387 0.670 -0.418
-0.086 0.102 0.056
0.073 0.141 -0.068
-0.225 -0.056 0.436
-0.187 -0.106 0.042
-0.040 0.118 0.161
0.120 -0.012 -0.060
0.166 -0.030 0.001
-0.124 -0.105 0.149

Calculated values
* ΔE to the lowest compared entry with this formula, charge and spin: 2.141 eV
* orbital gap: 0.400 Eh
* multiplicity: 1
* largest force on an atom: 1.99 eV Å⁻¹
* molar mass: 74.10 g mol⁻¹
* HOMO level: -15.65 eV
* net charge: +1

ORCA calculation (wB97M-V/def2-TZVPD) on a molecular structure, C26H18LuN7OSe in a non-equilibrium geometry.

Last column: Löwdin charge in e.
Atoms and positions in Å:
Lu (-0.935, 0.292, 0.836)  1.78
Se (-1.342, 0.813, -7.047)  1.26
O (0.460, 1.593, 1.237)  -0.22
N (0.031, -0.385, -1.100)  -0.03
N (-0.253, 0.021, -5.931)  -0.23
N (1.513, -0.054, 2.437)  0.08
N (0.357, -0.725, 2.248)  -0.13
N (-1.971, -1.733, 1.574)  -0.03
N (-2.317, 1.446, -5.746)  -0.23
N (-2.202, 1.218, -0.900)  -0.04
C (1.504, 1.155, 1.876)  -0.40
C (-0.643, 0.255, -4.690)  -0.33
C (3.928, 3.910, 1.192)  -0.06
C (-1.144, -2.511, 2.333)  -0.20
C (0.010, -0.238, -3.511)  -0.06
C (5.043, 3.480, 1.902)  -0.04
C (1.139, -1.121, -1.186)  -0.08
C (-3.624, -3.473, 1.633)  -0.01
C (1.741, -1.463, -2.395)  0.01
C (-2.362, 1.402, -3.302)  -0.06
C (-0.535, 0.079, -2.245)  -0.12
C (-1.535, -3.787, 2.747)  0.03
C (-3.514, 2.187, -3.168)  0.06
C (-3.975, 2.490, -1.905)  0.00
C (-2.782, -4.274, 2.392)  0.00
C (0.165, -1.940, 2.687)  -0.23
C (4.992, 2.303, 2.636)  -0.05
C (1.169, -1.024, -3.571)  0.06
C (2.767, 3.168, 1.216)  -0.01
C (-3.286, 1.991, -0.801)  -0.10
C (1.160, -2.707, 3.483)  0.01
C (2.710, 1.969, 1.942)  -0.16
C (-3.175, -2.221, 1.249)  -0.11
C (3.835, 1.550, 2.663)  -0.01
C (-1.816, 1.063, -4.585)  -0.33
C (-1.724, 0.919, -2.139)  -0.13
H (-3.814, -1.572, 0.657)  0.12
H (0.768, -2.912, 4.479)  0.11
H (1.391, -3.661, 3.012)  0.10
H (1.577, -1.452, -0.244)  0.12
H (-3.094, -5.255, 2.711)  0.13
H (5.947, 4.070, 1.885)  0.12
H (-4.014, 2.533, -4.061)  0.14
H (-4.609, -3.807, 1.351)  0.12
H (2.071, -2.125, 3.582)  0.08
H (-4.853, 3.097, -1.755)  0.13
H (1.891, 3.495, 0.673)  0.11
H (-0.871, -4.384, 3.350)  0.12
H (3.775, 0.641, 3.237)  0.11
H (2.639, -2.062, -2.399)  0.13
H (3.975, 4.819, 0.613)  0.11
H (1.590, -1.261, -4.536)  0.14
H (5.866, 1.973, 3.176)  0.11
H (-3.624, 2.218, 0.209)  0.12

Forces on the atoms, in the same order (eV/Å):
-2.962 -0.701 -1.300
0.074 -0.068 0.243
0.757 1.493 0.213
0.033 0.005 -0.527
0.905 -0.627 0.674
1.257 0.583 0.261
-0.135 -1.155 0.495
0.260 -0.404 0.325
-0.880 0.590 0.867
-0.138 0.062 -0.517
0.833 -1.229 1.063
-0.467 0.379 -1.215
0.130 0.078 0.004
-0.790 -0.363 -0.165
0.153 -0.158 0.947
-0.167 -0.030 -0.043
0.274 -0.199 0.170
0.190 -0.081 0.139
-0.181 0.120 -0.041
-0.125 0.033 0.861
0.442 -0.335 -0.647
0.311 0.560 -0.099
0.192 -0.139 0.305
0.100 -0.072 0.072
-0.143 0.337 -0.186
0.629 0.847 -0.042
0.061 0.033 0.006
-0.127 0.085 0.379
-0.251 -0.349 0.088
-0.069 0.000 0.001
0.080 0.233 -0.041
0.284 0.392 -0.149
-0.041 0.112 -0.051
-0.255 -0.016 -0.099
0.334 -0.206 -1.274
-0.613 0.386 -0.455
0.046 -0.051 0.014
-0.052 -0.041 0.083
-0.021 -0.072 -0.048
-0.092 0.066 -0.161
-0.045 -0.118 0.032
0.098 0.016 -0.007
-0.039 0.071 -0.046
-0.080 0.005 -0.064
0.011 -0.006 0.005
-0.039 0.040 0.014
0.022 0.035 -0.042
0.084 -0.036 0.043
0.074 -0.126 0.046
0.029 -0.015 0.042
-0.016 0.095 0.005
0.044 -0.037 -0.089
0.020 -0.029 0.097
-0.001 0.007 -0.188

Calculated values
* ΔE to the lowest compared entry with this formula, charge and spin: 0.000 eV
* orbital gap: 0.252 Eh
* multiplicity: 1
* largest force on an atom: 3.31 eV Å⁻¹
* molar mass: 698.41 g mol⁻¹
* HOMO level: -13.51 eV
* net charge: +2

ORCA calculation (wB97M-V/def2-TZVPD) on 2 unconnected molecules or ions with the total composition C5H13NO2 in a non-equilibrium geometry.

Last column: Löwdin charge in e.
Atoms and positions in Å:
O (-2.503, 1.346, -2.151)  0.06
O (1.430, -2.698, 1.309)  -0.06
N (-0.122, 0.926, -0.608)  -0.05
C (0.689, 0.771, 0.618)  -0.27
C (1.488, 2.052, 0.832)  -0.09
C (-1.304, 0.037, -0.561)  -0.36
C (-2.111, 0.253, -1.826)  -0.22
C (-0.843, -1.409, -0.503)  -0.08
H (0.905, 2.737, 1.470)  0.08
H (1.352, -0.030, 0.296)  0.09
H (-2.478, -0.626, -2.380)  0.12
H (0.181, -1.698, -0.741)  0.07
H (1.896, -2.104, 0.726)  0.01
H (-1.424, -2.132, -1.103)  0.08
H (-2.017, 0.254, 0.259)  0.15
H (0.081, 0.584, 1.523)  0.12
H (1.515, 2.592, -0.120)  0.07
H (-0.873, -1.895, 0.484)  0.07
H (-0.411, 1.870, -0.832)  0.10
H (2.069, -2.817, 2.045)  0.06
H (2.479, 1.987, 1.263)  0.06

Forces on the atoms, in the same order (eV/Å):
0.376 -0.056 -0.120
0.645 -0.396 1.106
-1.182 -0.477 0.539
0.304 0.848 -1.009
-1.024 1.096 -0.082
1.113 -0.334 -0.994
-0.952 0.826 0.248
-0.114 -2.344 0.962
0.209 -0.251 0.017
0.089 -0.323 1.039
0.285 -0.271 -0.072
0.181 1.011 -0.625
0.138 0.325 -0.391
-0.206 0.677 -0.073
0.304 -0.007 -0.009
0.290 -0.494 -0.409
0.543 -0.182 0.006
-0.388 0.648 0.116
-0.058 0.082 0.401
-0.698 -0.014 -0.613
0.144 -0.362 -0.037

Calculated values
* ΔE to the lowest compared entry with this formula, charge and spin: 2.233 eV
* structure (SMILES): CCN[C@H](C)C=O.O
* orbital gap: 0.356 Eh
* multiplicity: 1
* largest force on an atom: 2.54 eV Å⁻¹
* molar mass: 119.16 g mol⁻¹
* HOMO level: -9.07 eV

ORCA calculation (wB97M-V/def2-TZVPD) on C17H28O3 in the gas phase.

Last column: Löwdin charge in e.
Atoms and positions in Å:
O (-3.053, 1.442, -0.433)  -0.01
O (-3.853, -0.425, 0.512)  0.13
O (-1.387, -4.254, -1.032)  0.09
C (-1.475, -0.235, 0.032)  -0.14
C (-2.932, 0.216, 0.084)  -0.44
C (5.242, 1.179, -1.179)  -0.11
C (3.731, 1.054, -1.335)  -0.27
C (-1.192, -0.710, -1.372)  -0.21
C (3.240, -0.384, 0.714)  -0.21
C (0.350, -1.497, 1.229)  -0.15
C (2.991, 0.943, -0.001)  -0.22
C (-1.166, -1.319, 1.075)  -0.26
C (-0.872, 0.353, -2.370)  -0.02
C (-1.455, -3.084, -0.720)  -0.39
C (-1.200, -2.009, -1.684)  0.04
C (1.011, -0.370, 2.020)  -0.20
C (-4.368, 2.007, -0.475)  -0.21
C (-4.738, 2.649, 0.853)  -0.06
C (-1.830, -2.636, 0.670)  -0.07
C (2.536, -0.488, 2.070)  -0.21
H (0.116, 0.764, -2.161)  0.08
H (3.362, 1.935, -1.865)  0.10
H (-0.875, 0.660, 0.220)  0.15
H (-5.712, 3.122, 0.769)  0.08
H (2.921, 0.299, 2.723)  0.11
H (3.292, 1.768, 0.649)  0.12
H (-1.584, -1.005, 2.038)  0.15
H (5.490, 2.025, -0.542)  0.07
H (3.501, 0.179, -1.947)  0.11
H (0.743, 0.600, 1.600)  0.10
H (-1.589, -3.429, 1.379)  0.13
H (4.311, -0.500, 0.890)  0.10
H (-4.001, 3.401, 1.127)  0.08
H (2.927, -1.205, 0.068)  0.11
H (-0.977, -2.333, -2.691)  0.12
H (0.631, -0.391, 3.045)  0.12
H (-2.916, -2.506, 0.675)  0.12
H (-4.331, 2.748, -1.276)  0.12
H (0.794, -1.571, 0.236)  0.11
H (-4.780, 1.893, 1.632)  0.08
H (1.922, 1.048, -0.197)  0.09
H (5.667, 0.281, -0.738)  0.06
H (-5.082, 1.218, -0.728)  0.12
H (5.709, 1.331, -2.149)  0.07
H (-1.589, 1.169, -2.299)  0.08
H (0.544, -2.440, 1.744)  0.13
H (2.799, -1.448, 2.521)  0.11
H (-0.873, -0.044, -3.381)  0.09

Forces on the atoms, in the same order (eV/Å):
0.226 0.250 -0.075
-0.148 0.011 0.069
0.021 0.009 -0.074
-0.161 -0.121 0.304
0.240 -0.046 0.126
-0.204 -0.069 -0.110
0.017 0.158 0.180
0.082 -0.157 -0.119
-0.081 0.238 0.192
-0.167 0.352 0.194
0.078 -0.315 -0.224
0.004 -0.086 -0.055
-0.040 -0.067 -0.140
-0.068 0.001 0.445
0.079 0.207 -0.355
0.184 -0.214 -0.061
-0.546 0.073 0.103
0.234 -0.226 -0.245
-0.123 -0.128 0.175
-0.075 0.031 -0.118
0.083 0.078 0.037
-0.031 -0.060 -0.073
-0.007 -0.046 -0.044
-0.113 0.072 0.017
0.069 -0.037 0.065
-0.062 0.097 0.059
0.014 -0.012 -0.058
0.081 0.090 0.074
-0.072 0.009 -0.074
-0.068 0.087 0.030
0.024 -0.017 -0.076
0.039 -0.087 -0.059
0.022 0.095 0.033
0.063 -0.068 -0.072
0.010 -0.005 -0.124
-0.068 0.062 0.001
0.052 -0.062 0.004
0.002 -0.128 0.067
0.080 -0.098 -0.054
-0.039 -0.019 0.067
-0.091 0.081 0.063
0.120 -0.063 0.053
0.110 0.155 -0.043
0.124 0.010 -0.042
0.021 0.056 -0.049
0.030 -0.088 -0.038
0.029 0.000 0.108
0.026 -0.005 -0.081

Calculated values
* ΔE to the lowest compared entry with this formula, charge and spin: 0.053 eV
* structure (SMILES): CCCCCCC[C@@H]1CC(=O)C=C(C)[C@H]1C(=O)OCC
* orbital gap: 0.363 Eh
* multiplicity: 1
* largest force on an atom: 0.56 eV Å⁻¹
* molar mass: 280.41 g mol⁻¹
* HOMO level: -9.32 eV

ORCA calculation (wB97M-V/def2-TZVPD) on C4H5NO in the gas phase in a non-equilibrium geometry.

Last column: Löwdin charge in e.
Atoms and positions in Å:
O (-0.700, -0.814, 1.195)  0.02
N (1.601, 1.808, 1.583)  0.15
C (-0.663, 0.605, 1.078)  -0.19
C (0.619, 1.235, 1.344)  -0.19
C (0.480, -0.629, -1.019)  -0.03
C (-0.695, -0.464, -0.126)  -0.33
H (1.372, -0.231, -0.536)  0.08
H (-1.684, -0.651, -0.593)  0.16
H (-1.263, 0.975, 0.244)  0.13
H (0.593, -1.698, -1.181)  0.09
H (0.339, -0.136, -1.988)  0.10

Forces on the atoms, in the same order (eV/Å):
-0.393 -0.075 0.424
-1.229 -0.794 -0.268
1.077 -0.088 -1.078
0.541 0.502 -0.113
0.333 -0.295 0.239
0.618 -0.951 -0.659
0.078 -0.148 -0.142
0.459 0.473 0.182
-1.656 1.601 1.364
0.278 -0.150 -0.256
-0.106 -0.075 0.306

Calculated values
* ΔE to the lowest compared entry with this formula, charge and spin: 3.877 eV
* structure (SMILES): C[C@H]1O[C@H]1C#N
* orbital gap: 0.379 Eh
* multiplicity: 1
* largest force on an atom: 2.68 eV Å⁻¹
* molar mass: 83.09 g mol⁻¹
* HOMO level: -9.57 eV